# C22H42NP3S2W

A structure of composition C22H42NP3S2W (ωB97M-V with the def2-TZVPD basis set, the OMol25 dataset).

```
71
Properties=species:S:1:pos:R:3:forces:R:3
C 0.92997 4.33418 -2.64229 0.1 -0.4 -0.4
H -0.91631 1.65222 4.17549 -0.1 0.2 -0.2
H 2.77653 0.80309 -0.85614 0.0 -0.1 0.4
H -0.23695 2.95166 3.14726 -0.3 -0.2 0.1
C 0.61981 -3.97323 -3.57111 -0.4 -0.1 0.9
H 0.75523 -0.49293 4.07815 -0.2 -0.2 -0.1
H -3.38104 -2.39560 -0.83234 0.8 0.3 0.0
C -2.56817 -2.34915 -0.08574 -3.2 -2.0 -0.4
H 1.89801 0.71382 -2.76141 0.1 0.0 -0.1
H 2.71965 3.07479 1.25988 -0.2 -0.1 -0.1
H 1.72670 -2.88353 0.82501 0.0 0.0 0.2
H 1.86915 -4.48639 -5.24871 -0.6 0.6 0.3
H -0.62461 -0.94581 -5.69726 0.1 -0.6 0.3
H 1.86814 -3.29931 2.55035 -0.2 0.2 -0.1
W -0.89441 -0.06307 0.79118 3.9 2.2 -2.5
H 1.76861 1.41717 3.62737 0.2 -0.2 -0.1
H -2.01861 -3.20724 2.29425 0.2 -0.1 0.3
H 2.62287 -0.09341 3.15533 -0.1 0.3 0.0
H 3.30797 1.48744 2.75255 -0.3 -0.2 -0.1
H -0.68143 -4.06348 1.49702 -0.1 0.1 0.3
H -0.95971 -0.92765 4.21706 0.1 -0.2 0.0
C 1.11428 -3.78058 -4.85010 0.1 -0.3 -0.7
H 0.97657 3.38838 1.41119 0.2 0.0 -0.1
C 0.45518 2.01860 -2.12111 0.5 -0.5 -0.3
H 2.75694 -0.74108 0.01938 0.1 0.2 0.0
C 1.66793 -2.47947 1.84422 0.3 0.1 -0.3
C 0.05636 3.34636 -2.16180 -0.3 -0.3 0.3
P 1.49508 0.99897 1.22135 1.5 0.4 0.6
H -2.98312 3.73345 1.31779 0.2 -0.2 -0.1
H -1.78274 -4.69740 -1.97064 -0.9 0.1 0.2
C -2.27616 3.04693 0.82445 0.0 0.0 -0.2
H -2.72068 2.68601 -0.11682 0.0 0.1 0.4
C 2.81930 0.34419 0.13635 0.1 -0.4 -0.2
S -0.52198 0.59395 -1.38493 0.7 1.2 -1.0
H 3.47653 2.24704 -3.58783 -0.4 0.2 0.0
H 0.97697 -4.77328 -2.92195 0.1 0.0 -0.4
H -1.86700 3.13214 3.85305 0.2 -0.2 -0.1
H -2.67071 -3.28037 0.49743 0.6 0.5 -0.4
C 1.72588 2.78144 0.89526 -0.3 0.3 -0.1
H -1.55581 -1.34539 -3.38184 0.1 -0.2 -0.3
H -4.24561 0.83035 1.76023 0.2 0.2 0.3
H 0.64294 5.39027 -2.63567 0.0 -0.4 0.0
C -3.59622 1.16802 2.58328 -0.2 -0.1 -0.1
C 0.61008 -2.74575 -5.64942 -0.1 0.4 0.2
C -0.80822 -2.01761 -3.80719 -0.3 -0.3 -0.2
C 2.53040 2.63351 -3.19901 -0.6 -1.2 0.2
H 1.66782 2.99977 -0.17474 0.0 0.0 0.3
C 2.17515 3.95448 -3.15823 0.0 0.9 0.1
C -0.30977 -1.82117 -5.10534 0.4 -0.2 0.1
H 2.45205 -1.72367 1.96676 -0.3 -0.3 0.0
S -1.10747 -3.62884 -1.52820 0.9 0.7 1.2
H -1.34149 3.58311 0.59325 -0.3 -0.2 0.2
P -0.00857 -1.83539 2.15208 1.4 -1.8 2.2
H -0.93747 3.59580 -1.80202 0.2 0.1 0.0
H 0.29294 -2.15618 4.52174 -0.1 0.2 -0.2
C 2.36582 0.92729 2.84779 -0.2 0.0 0.1
C -0.94091 -3.38119 2.31930 -0.5 -0.4 -0.4
P -1.95463 1.65283 1.97051 -1.2 2.2 1.4
H 3.79616 0.58467 0.58249 -0.3 0.0 -0.1
N 1.65125 1.69719 -2.71527 -0.3 0.6 0.4
H -4.04618 2.05117 3.06315 0.1 -0.3 -0.1
H -0.70950 -3.87002 3.27260 0.2 0.2 -0.2
C 0.02562 -1.28883 3.90071 0.0 0.4 0.1
C -1.15512 2.41269 3.41810 0.2 -0.1 0.1
H 2.87232 4.70223 -3.53817 -0.2 -0.2 0.1
H -3.51195 0.35222 3.31489 0.0 0.3 -0.1
H 0.94526 -2.62709 -6.69240 -0.1 -0.1 0.7
C -2.58182 -1.10785 0.71680 -0.5 -2.3 -1.5
H -2.93957 -1.30318 1.70955 -0.5 -0.3 0.6
C -0.40217 -3.14602 -3.07722 0.5 1.0 -1.2
H -3.15536 -0.35626 0.19035 -0.7 0.4 -0.2
```
Positions in Å, forces in eV/Å.

Output
2S+1	3
LUMO (alpha / beta)	-13.533 / -13.665	eV
HOMO (alpha / beta)	-19.20 / -19.20	eV
energy above the lowest of the compared OMol25 structures with the same formula, charge and spin	0.0000	eV
charge	+4
orbital gap (alpha / beta)	5.67 / 5.54	eV

Atom charges from the Löwdin analysis, given in e for atoms 1 to 8:
1 C 0.05
2 H 0.06
3 H 0.02
4 H 0.04
5 C -0.10
6 H 0.02
7 H 0.10
8 C -0.12